(1)
This record from the OMol25 dataset describes a 3-piece molecular cluster, C27H49N3O3 overall at a distorted geometry. The level of theory is ωB97M-V with the def2-TZVPD basis set.

Calculated values
SMILES: CC(C)C[C@H](C)COc1ccc2c(c1)C(=O)NC2=O.CCN(CC)CC.CCN(CC)CC
2S+1: 1
Molar mass, g/mol: 463.71
E_LUMO, eV: -1.06
E_HOMO, eV: -7.805
Electronic energy, eV: -39399.344
Orbital gap, eV: 6.75

Structure (XYZ):
```
82
Properties=species:S:1:pos:R:3:forces:R:3:lowdin_charge:R:1
C -3.957 -8.816 -6.222 -0.1206 -0.1614 -1.2091 -0.104
C -2.542 -9.562 -6.343 -0.3492 -1.1488 0.8145 -0.380
C -2.828 -11.124 -5.957 0.4780 0.7469 0.7041 -0.115
C -1.415 -9.057 -5.316 0.0377 0.0689 -1.0394 -0.176
C -1.316 -7.464 -5.131 1.7196 0.0647 0.9401 -0.289
C 0.243 -7.062 -5.413 -0.4205 -0.8604 0.0207 -0.100
C -1.550 -7.165 -3.556 -0.4656 -1.5278 -1.1918 -0.195
O -2.141 -5.860 -3.289 1.7862 -0.0003 3.2750 -0.099
C -1.876 -5.556 -1.904 0.3126 1.0986 2.8167 -0.147
C -1.858 -6.671 -0.786 0.8369 2.9544 1.5841 0.019
C -1.524 -6.346 0.716 -0.1165 2.8188 -2.1415 0.027
C -1.228 -4.891 1.151 -1.2220 -1.5161 -4.2306 -0.046
C -1.279 -3.829 0.014 -0.2802 -1.9164 0.8293 -0.030
C -1.593 -4.066 -1.479 0.0735 -2.8757 2.7934 0.094
C -0.920 -2.509 0.829 -0.3315 2.2035 -0.8852 -0.309
O -0.949 -1.297 0.529 -0.0006 -4.7842 0.4637 0.064
N -0.445 -2.876 2.208 0.2905 -1.1597 -0.6709 0.094
C -0.864 -4.253 2.564 -0.6362 -1.9859 -0.3199 -0.330
O -0.925 -4.820 3.672 0.5138 2.5197 -3.9809 0.079
H -4.557 -9.106 -7.171 0.8094 0.4618 1.5911 0.089
H -4.566 -9.169 -5.325 0.9948 0.4873 -1.0705 0.080
H -3.908 -7.677 -6.223 0.0652 -1.5413 0.0815 0.066
H -2.116 -9.547 -7.415 -0.8213 0.2930 1.6345 0.137
H -3.424 -11.119 -4.964 0.7937 -0.0922 -1.6730 0.081
H -3.413 -11.680 -6.762 0.8952 0.6908 1.1286 0.078
H -1.825 -11.634 -5.692 -1.6084 0.5767 -0.7817 0.081
H -1.573 -9.597 -4.322 0.2018 0.8600 -1.1801 0.112
H -0.400 -9.422 -5.741 -1.6248 0.4581 0.7965 0.119
H -1.982 -6.851 -5.822 0.6774 -0.9820 1.1048 0.131
H 0.439 -5.945 -5.252 -0.2158 -1.6519 -0.3305 0.087
H 0.871 -7.699 -4.677 -0.8693 1.2224 -1.1010 0.086
H 0.557 -7.428 -6.463 -0.5299 0.9313 1.5370 0.086
H -0.510 -7.290 -3.063 -1.8588 0.3082 -0.4874 0.139
H -2.298 -7.952 -3.156 1.3005 1.1585 -0.5475 0.123
H -2.081 -7.769 -1.002 0.4071 1.9276 0.1281 0.095
H -1.484 -7.162 1.510 -0.1772 1.1210 -1.4361 0.107
H -1.603 -3.192 -2.207 -0.0052 -1.5039 1.0672 0.118
H 0.576 -2.977 2.008 -0.6062 0.5060 0.9114 0.154
C -2.165 3.987 -0.859 -0.0397 -0.0908 0.0317 -0.094
C -0.737 4.346 -0.466 -0.1126 -0.0985 0.0595 -0.275
N -0.458 4.192 0.958 0.1063 0.3035 0.2699 -0.193
C 0.818 4.782 1.359 -0.1329 0.1751 -0.0654 -0.256
C 2.094 4.166 0.785 0.3000 0.0113 0.0714 -0.089
C -0.745 2.881 1.534 -0.2400 -0.0834 -0.0974 -0.243
C -0.030 1.669 0.936 -0.0151 -0.2120 0.2076 -0.088
H -2.892 4.574 -0.290 0.0880 -0.0785 0.0215 0.078
H -2.321 4.200 -1.921 0.0546 -0.0099 0.0906 0.071
H -2.378 2.926 -0.708 -0.0089 0.0754 0.0122 0.064
H -0.585 5.396 -0.742 0.1817 -0.0631 0.2085 0.117
H -0.046 3.757 -1.083 0.0233 -0.0157 -0.1294 0.096
H 0.889 4.781 2.452 -0.1523 -0.1317 -0.0590 0.109
H 0.801 5.842 1.081 -0.1349 -0.0706 -0.0922 0.101
H 2.341 3.221 1.270 -0.0274 -0.0187 -0.1014 0.055
H 2.938 4.842 0.963 -0.0619 -0.0242 -0.0227 0.064
H 2.033 4.003 -0.293 -0.0291 -0.0041 0.0750 0.067
H -1.824 2.705 1.468 0.0638 0.1128 -0.1139 0.102
H -0.546 2.907 2.612 0.1022 0.2356 -0.1353 0.115
H -0.009 1.690 -0.156 -0.0106 0.0265 0.0273 0.072
H -0.550 0.756 1.231 0.0968 0.1906 -0.0514 0.043
H 0.993 1.582 1.303 0.0257 0.0312 -0.1291 0.057
C 2.541 9.806 6.838 0.0372 -0.0716 0.0480 -0.094
C 2.383 9.629 5.332 0.0656 -0.0680 0.1377 -0.274
N 3.550 9.047 4.677 0.2189 0.1146 -0.2706 -0.194
C 3.487 9.125 3.219 0.0297 0.2129 0.0292 -0.250
C 2.385 8.334 2.514 -0.0567 -0.0831 -0.2722 -0.093
C 4.021 7.773 5.211 0.0653 0.0623 0.3092 -0.249
C 3.041 6.600 5.218 0.0274 -0.3024 0.0233 -0.086
H 3.419 10.413 7.074 -0.0262 -0.1044 -0.0536 0.079
H 1.663 10.315 7.244 0.0633 -0.0536 -0.0742 0.072
H 2.628 8.848 7.356 0.0211 0.0717 -0.0147 0.063
H 2.204 10.625 4.911 0.1125 -0.1715 -0.2030 0.117
H 1.474 9.042 5.142 -0.1242 0.0183 0.0210 0.097
H 4.456 8.829 2.800 -0.0211 -0.0647 0.2039 0.112
H 3.376 10.180 2.942 -0.0419 -0.0115 0.1862 0.108
H 2.610 7.268 2.480 -0.0886 0.0041 0.0561 0.041
H 2.301 8.672 1.475 0.0040 -0.0137 0.0800 0.074
H 1.407 8.473 2.979 0.0747 -0.0263 -0.0004 0.070
H 4.364 7.937 6.238 -0.1152 0.1128 -0.0582 0.100
H 4.928 7.469 4.675 -0.1419 0.2148 -0.1312 0.115
H 2.042 6.888 5.550 0.0370 0.0290 -0.0303 0.069
H 3.400 5.828 5.906 -0.0258 0.0619 -0.0425 0.073
H 2.962 6.134 4.236 -0.1260 0.0376 0.0332 0.048
```
Forces are in eV/Å.


(2)
This record from the OMol25 dataset describes a 2-piece molecular cluster, C23H27BO8 overall at a distorted geometry. The level of theory is ωB97M-V with the def2-TZVPD basis set.

Calculated values
SMILES: COc1ccc(/C=C/Cc2ccc(OC)cc2)cc1.CC(=O)OB(OC(C)=O)OC(C)=O
2S+1: 1
Molar mass, g/mol: 442.27
E_LUMO, eV: -0.18
E_HOMO, eV: -7.557
Electronic energy, eV: -41347.223
Orbital gap, eV: 7.37

Structure (XYZ):
```
59
Properties=species:S:1:pos:R:3:forces:R:3:nbo_charge:R:1
C 1.255 5.046 9.810 0.2322 -0.2788 -0.2528 -0.250
O 2.394 5.643 9.218 0.1812 0.6382 -0.2063 -0.497
C 3.343 4.867 8.633 0.6965 -0.6402 0.3429 0.316
C 4.547 5.494 8.197 -1.1614 -0.4923 0.3192 -0.264
C 5.577 4.717 7.700 -0.5438 -0.7887 0.0269 -0.162
C 5.456 3.309 7.652 -0.3685 0.0618 0.0719 -0.118
C 6.547 2.508 7.082 0.3356 -0.8360 -0.5401 -0.146
C 6.402 1.203 6.745 1.6846 1.1582 -0.1508 -0.190
C 7.555 0.400 6.126 -0.8885 0.2063 0.5264 -0.215
C 7.480 -1.055 6.578 0.0998 0.4239 -0.7303 -0.101
C 8.561 -1.748 7.153 -0.5084 -0.5270 -0.5015 -0.165
C 8.471 -3.128 7.374 -0.8161 -0.0747 -0.0897 -0.263
C 7.262 -3.817 7.066 0.0739 0.8268 -0.6661 0.320
O 7.256 -5.174 7.139 0.2270 -0.0973 0.4094 -0.496
C 6.103 -5.888 6.705 0.0300 0.4278 0.0024 -0.252
C 6.161 -3.096 6.567 0.5583 -0.0511 0.1352 -0.325
C 6.293 -1.732 6.331 0.2981 -0.4503 0.0219 -0.090
C 4.254 2.701 8.088 0.6833 0.6965 -0.5110 -0.102
C 3.204 3.464 8.564 0.3272 0.7014 -0.0312 -0.329
H 0.681 5.859 10.243 -0.0165 -0.0105 -0.0109 0.202
H 0.657 4.521 9.058 -0.0658 0.0682 0.0661 0.175
H 1.542 4.333 10.590 -0.0085 0.0758 0.0056 0.178
H 4.631 6.572 8.272 -0.0501 -0.0760 -0.0251 0.224
H 6.465 5.187 7.291 0.0327 -0.0416 0.1878 0.213
H 7.503 3.046 6.858 -0.8754 -0.6008 0.1844 0.214
H 5.465 0.706 6.968 0.2278 -0.1453 -0.3172 0.196
H 8.522 0.832 6.377 -0.1114 0.1504 -0.2629 0.252
H 7.540 0.583 4.864 -0.0898 -0.6220 1.8004 0.076
H 9.497 -1.235 7.348 -0.0618 -0.0196 -0.0044 0.216
H 9.324 -3.702 7.736 -0.2599 0.1781 -0.0402 0.226
H 6.326 -6.939 6.862 0.0075 0.0359 -0.0161 0.202
H 5.212 -5.608 7.282 0.1520 -0.0614 -0.0010 0.177
H 5.905 -5.695 5.645 0.0510 -0.0837 0.0812 0.181
H 5.256 -3.611 6.265 0.1006 0.1357 0.1326 0.217
H 5.497 -1.192 5.839 -0.1838 -0.0697 0.0014 0.199
H 4.128 1.628 7.987 0.0241 0.1683 0.2314 0.197
H 2.301 2.975 8.905 0.0315 0.0751 -0.0478 0.217
C 3.909 1.179 2.630 -0.3361 -0.0763 -0.0939 -0.720
C 5.234 1.339 3.332 -0.8547 1.0957 0.8119 0.808
O 5.350 2.113 4.268 0.2436 -0.9987 -1.1124 -0.587
O 6.230 0.578 2.851 0.1144 0.3367 0.9842 -0.698
B 7.541 0.886 3.316 0.7596 0.4224 -2.9818 1.232
O 8.539 0.020 2.683 -0.8827 0.4942 1.4279 -0.692
C 8.343 -1.290 2.840 -0.4508 -1.2358 0.4253 0.810
C 9.186 -2.154 1.946 0.1290 -0.2397 -0.0124 -0.719
O 7.555 -1.774 3.633 0.6680 0.6681 -0.6984 -0.599
O 7.915 2.264 3.013 -0.1894 -0.9833 1.1600 -0.686
C 8.932 2.810 3.667 1.4213 -0.7043 2.2237 0.819
C 9.496 4.028 2.987 0.1470 0.4109 0.0857 -0.720
O 9.393 2.345 4.735 -1.1540 1.1588 -2.7603 -0.629
H 3.893 0.371 1.895 0.0978 0.1623 0.1198 0.229
H 3.138 0.998 3.394 0.2910 0.0073 -0.2073 0.242
H 3.632 2.131 2.148 0.2635 -0.3428 0.1375 0.246
H 9.928 -1.617 1.365 -0.0593 0.1542 0.0128 0.228
H 9.678 -2.894 2.572 0.0816 0.0018 0.0683 0.243
H 8.535 -2.724 1.281 -0.0661 0.1495 -0.0245 0.242
H 8.744 4.612 2.441 0.1197 -0.3714 0.1268 0.235
H 9.952 4.660 3.747 -0.0252 -0.0098 0.0214 0.238
H 10.304 3.755 2.293 -0.3635 -0.1613 0.1439 0.246
```
Forces are in eV/Å.


(3)
This record from the OMol25 dataset describes C24H34AuGeN3O4SSeTe as an isolated structure. The level of theory is ωB97M-V with the def2-TZVPD basis set.

Calculated values
Charge: +2
2S+1: 3
Molar mass, g/mol: 936.76
E_LUMO (alpha / beta), eV: -5.52 / -8.63
<S²>: 2.012
E_HOMO (alpha / beta), eV: -13.426 / -13.710
Electronic energy, eV: -181765.413
Orbital gap (alpha / beta), eV: 7.90 / 5.08

Structure (XYZ):
```
70
Properties=species:S:1:pos:R:3:forces:R:3:nbo_charge:R:1
Au 0.181 -0.016 0.113 -0.0658 0.1235 -0.1514 0.804
O -1.568 0.875 1.572 0.0763 -0.0677 0.0409 -0.702
C -2.064 1.977 1.293 -0.0415 0.0828 -0.0520 0.446
C -2.092 2.638 0.023 -0.0162 -0.0333 0.0473 -0.347
C -2.710 3.904 0.013 -0.0055 0.0403 -0.0164 -0.085
C -2.835 4.593 -1.157 -0.0329 0.0133 0.0397 -0.036
C -2.371 4.063 -2.363 0.0150 -0.0255 -0.0050 -0.090
C -1.767 2.831 -2.377 -0.0081 0.0189 -0.0207 -0.314
C -1.603 2.081 -1.194 0.0433 -0.0542 0.0157 0.507
O -1.046 0.897 -1.298 -0.0361 -0.0078 -0.0308 -0.839
N -3.482 5.916 -1.145 0.0241 0.0572 0.0070 0.534
O -3.862 6.336 -0.071 0.0051 -0.0332 -0.0426 -0.362
O -3.582 6.489 -2.207 -0.0039 -0.0386 0.0328 -0.346
H -2.562 2.526 2.107 0.0104 -0.0129 0.0050 0.157
H -3.092 4.341 0.927 -0.0010 -0.0037 -0.0052 0.258
H -2.493 4.641 -3.270 0.0041 -0.0053 -0.0012 0.268
H -1.398 2.406 -3.300 -0.0063 0.0011 0.0034 0.237
C 6.104 -1.875 -0.920 -0.0028 0.0262 0.0162 -1.081
Ge 4.824 -0.557 -1.559 0.0268 -0.0692 -0.0234 1.611
C 4.564 0.895 -0.273 0.0065 0.0392 0.0519 -1.098
C 5.212 0.112 -3.344 -0.0190 0.0283 0.0088 -1.091
C 3.063 -1.507 -1.652 -0.0332 -0.0035 0.0629 -1.047
Se 1.633 -0.263 -2.054 0.0788 -0.0399 -0.0149 0.615
C 0.409 -1.440 -2.991 0.0060 0.0119 0.0133 -0.793
H 7.081 -1.414 -0.772 -0.0108 0.0116 -0.0141 0.253
H 6.219 -2.686 -1.639 -0.0133 0.0135 -0.0061 0.248
H 5.782 -2.299 0.031 -0.0045 0.0079 -0.0074 0.235
H 5.440 1.544 -0.264 -0.0011 -0.0072 0.0042 0.256
H 4.429 0.497 0.735 -0.0189 -0.0249 -0.0159 0.225
H 3.702 1.516 -0.527 0.0019 -0.0104 -0.0305 0.221
H 6.126 0.705 -3.336 0.0009 -0.0172 0.0174 0.255
H 4.407 0.750 -3.713 0.0019 -0.0059 0.0109 0.236
H 5.350 -0.712 -4.045 -0.0040 -0.0029 0.0190 0.246
H 2.836 -1.992 -0.703 0.0049 -0.0166 -0.0214 0.249
H 3.051 -2.259 -2.441 0.0237 0.0362 -0.0248 0.255
H 0.893 -1.732 -3.920 -0.0130 0.0088 -0.0095 0.254
H -0.492 -0.868 -3.192 -0.0181 -0.0052 0.0097 0.258
H 0.199 -2.316 -2.384 0.0019 -0.0060 0.0045 0.232
C -3.607 -3.718 1.175 0.0097 0.0440 -0.0254 -0.719
Te -2.706 -1.879 1.713 0.0030 -0.0193 0.0094 1.187
C -3.518 -1.110 -0.082 -0.0157 0.0338 0.0589 -0.671
C -4.336 -2.215 -0.698 -0.0195 -0.0282 -0.0054 -0.115
C -5.052 -1.981 -1.870 0.0085 0.0215 -0.0046 -0.180
C -5.811 -2.994 -2.428 -0.0067 -0.0032 -0.0059 -0.178
C -5.862 -4.244 -1.822 -0.0009 -0.0079 -0.0001 -0.173
C -5.153 -4.481 -0.659 0.0106 -0.0070 0.0022 -0.213
C -4.386 -3.466 -0.093 -0.0007 0.0115 -0.0179 0.017
H -4.225 -4.045 2.013 -0.0035 0.0002 -0.0039 0.273
H -2.803 -4.448 1.050 -0.0125 -0.0190 0.0139 0.267
H -2.683 -0.760 -0.695 -0.0046 -0.0036 0.0056 0.274
H -4.104 -0.229 0.194 -0.0162 -0.0189 -0.0107 0.267
H -5.020 -1.005 -2.338 0.0008 -0.0098 0.0062 0.225
H -6.371 -2.808 -3.335 0.0058 -0.0005 0.0052 0.239
H -6.461 -5.033 -2.256 0.0050 0.0070 0.0021 0.241
H -5.196 -5.455 -0.186 -0.0018 0.0079 -0.0034 0.231
S 1.346 -1.296 1.660 0.0405 -0.0509 0.0733 -0.235
C 1.740 -0.225 2.975 0.0120 0.0460 -0.0273 0.371
N 1.822 1.088 2.833 -0.0338 -0.0336 0.0491 -0.557
C 2.235 1.993 3.914 -0.0030 0.0008 -0.0214 -0.223
C 3.161 1.248 4.859 0.0106 0.0054 -0.0010 -0.431
C 2.492 -0.034 5.317 -0.0135 -0.0168 -0.0077 -0.222
N 2.014 -0.782 4.144 0.0516 0.0098 0.0002 -0.552
H 1.641 1.464 1.917 0.0298 0.0041 -0.0206 0.424
H 1.350 2.361 4.437 -0.0029 -0.0062 0.0046 0.214
H 2.737 2.843 3.457 0.0009 0.0061 -0.0031 0.238
H 3.389 1.871 5.721 -0.0032 -0.0003 -0.0004 0.258
H 4.101 1.021 4.353 -0.0060 -0.0047 -0.0033 0.227
H 1.646 0.178 5.973 -0.0028 -0.0058 0.0032 0.216
H 3.187 -0.674 5.856 0.0066 0.0020 0.0003 0.240
H 1.948 -1.786 4.198 -0.0236 0.0058 0.0103 0.431
```
Forces are in eV/Å.


Q: Among the records above, which one has the lowest molar mass?
A: C23H27BO8


Q: Among the records above, which one has the highest 2S+1?
A: C24H34AuGeN3O4SSeTe